Run w
6
Properties=species:S:1:pos:R:3:lowdin_charge:R:1 method="wB97M-V/def2-TZVPD" orbital_gap_ev="8.08 / 8.09" homo_energy_ev="-9.492 / -9.500"
O -0.525 -1.506 -0.219 -0.414
O 1.076 1.103 -0.678 -0.389
P 0.530 0.621 0.739 0.585
Cl -1.337 1.269 0.990 0.225
H -1.062 -1.863 0.472 -0.099
H 1.318 0.376 -1.304 0.092

---

Run x
6
Properties=species:S:1:pos:R:3:lowdin_charge:R:1 method="wB97M-V/def2-TZVPD" smiles=OP(O)Cl orbital_gap_ev=10.68 homo_energy_ev=-9.982
O 0.884 0.965 0.719 -0.335
O -0.899 0.172 -0.718 -0.348
P -0.281 -0.124 0.772 0.409
Cl 0.784 -1.838 0.315 0.171
H 1.220 1.125 -0.171 0.060
H -1.707 -0.300 -0.917 0.043

---

run x takes first place; second place is 78.6 kcal/mol up.

---

Run w
12
Properties=species:S:1:pos:R:3:lowdin_charge:R:1 method="wB97M-V/def2-TZVPD" orbital_gap_ev=5.30 total_charge=+1 homo_energy_ev=-13.959
C 0.651 -0.169 0.600 -0.409
C -0.371 0.654 1.072 0.200
S 1.485 -1.907 1.405 0.804
N -0.853 0.621 -2.228 0.091
H 0.560 -0.657 -0.393 0.091
H 1.651 0.277 0.572 0.083
H -1.143 0.237 1.724 0.117
H -0.123 1.639 1.476 0.122
H 1.296 -2.837 2.393 -0.123
H -0.793 1.566 -2.578 0.042
H -1.501 0.103 -2.797 0.040
H -0.859 0.474 -1.245 -0.059

---

Run x
12
Properties=species:S:1:pos:R:3:lowdin_charge:R:1 method="wB97M-V/def2-TZVPD" smiles=C[NH2+]CS orbital_gap_ev=10.10 total_charge=+1 homo_energy_ev=-14.005
C 1.038 1.009 0.047 0.019
C -0.541 -0.894 -0.250 -0.367
N 0.527 -0.407 0.531 -0.124
S -2.246 0.277 0.070 0.638
H 1.574 0.817 -0.846 0.071
H 0.021 1.571 -0.163 0.094
H 1.763 1.487 0.809 0.136
H -0.041 -0.804 -1.279 0.131
H -0.854 -1.951 0.189 0.139
H 0.326 -0.223 1.514 0.165
H 1.323 -1.065 0.575 0.191
H -2.891 0.183 -1.198 -0.093

---

Run y
12
Properties=species:S:1:pos:R:3:lowdin_charge:R:1 method="wB97M-V/def2-TZVPD" smiles=C[C@@H]([NH3+])S orbital_gap_ev=10.80 total_charge=+1 homo_energy_ev=-14.549
C -0.616 -0.500 -0.954 -0.156
C 0.497 -0.208 -0.066 -0.673
N 0.127 1.318 0.874 0.205
S 1.105 -1.573 0.784 0.900
H -1.367 -1.027 -0.470 0.054
H -0.222 -0.928 -1.921 0.132
H -1.146 0.370 -1.486 0.124
H 1.441 0.012 -0.649 0.110
H -0.758 1.269 1.366 0.138
H 0.101 1.938 0.070 0.130
H 0.917 1.482 1.485 0.129
H -0.078 -2.153 0.966 -0.093

---

run y takes first place; second place is 18.3 kcal/mol up.

---

Run w
19
Properties=species:S:1:pos:R:3:lowdin_charge:R:1 method="wB97M-V/def2-TZVPD" orbital_gap_ev="7.03 / 7.39" homo_energy_ev="-6.834 / -6.988"
C 1.161 -1.028 -0.210 -0.135
C -0.977 0.325 0.051 -0.507
C 2.068 1.155 0.223 -0.297
C 1.092 1.886 -0.581 -0.496
C 1.158 -2.560 -0.413 -0.046
C -3.379 0.001 0.638 -0.145
N 2.067 -0.275 0.064 0.015
N -2.010 -0.336 0.306 -0.106
S -0.622 2.008 0.069 0.864
H 2.985 1.456 -0.214 0.098
H 1.969 1.287 1.362 0.155
H 1.172 2.960 -0.687 0.049
H 0.950 1.451 -1.629 0.109
H 0.756 -2.706 -1.408 0.062
H 0.543 -2.918 0.419 0.075
H 2.276 -2.761 -0.441 0.095
H -3.509 0.783 1.395 0.067
H -3.791 -0.877 1.289 0.101
H -3.911 0.148 -0.235 0.044

---

Run x
19
Properties=species:S:1:pos:R:3:lowdin_charge:R:1 method="wB97M-V/def2-TZVPD" orbital_gap_ev=7.58 homo_energy_ev=-7.032
C -0.673 -1.856 -0.085 -0.188
C -2.015 -1.669 0.106 -0.505
C 0.035 -0.685 -0.305 -0.111
C -1.440 0.870 0.456 -0.474
C -1.552 2.214 -0.102 -0.271
C 2.375 -1.089 0.708 0.012
N 1.666 0.965 -0.557 0.007
N 1.277 -0.315 -0.134 -0.260
S -2.729 -0.168 0.210 0.947
H -0.312 -2.769 -0.500 0.099
H -2.700 -2.499 0.252 0.058
H -1.744 3.035 0.710 0.106
H -0.476 2.585 -0.393 0.060
H -2.149 2.386 -1.030 0.067
H 3.447 -0.961 0.299 0.097
H 2.181 -0.670 1.728 0.087
H 2.042 -2.153 0.642 0.070
H 0.970 1.782 -0.365 0.074
H 1.800 0.997 -1.642 0.127

---

run w takes first place; second place is 38.6 kcal/mol up.

---

Run w
20
Properties=species:S:1:pos:R:3:lowdin_charge:R:1 method="wB97M-V/def2-TZVPD" smiles="O=CCCCS.O.O" orbital_gap_ev=9.68 homo_energy_ev=-9.182
O 2.002 2.101 -1.436 0.055
C 1.951 0.902 -1.411 -0.283
C 1.572 0.105 -0.191 -0.179
C 0.036 0.004 -0.119 -0.260
C -0.509 0.209 1.290 -0.588
S -0.130 1.762 2.126 0.714
H 2.146 0.319 -2.332 0.123
H 2.018 0.545 0.707 0.100
H 2.012 -0.901 -0.253 0.113
H -0.423 0.698 -0.827 0.103
H -0.320 -0.986 -0.431 0.112
H -0.061 -0.557 1.932 0.073
H -1.570 0.001 1.344 0.064
H -0.535 2.603 1.163 -0.146
H 0.524 -5.875 0.837 0.034
H -0.737 -6.803 1.022 0.035
O -0.246 -6.058 1.392 -0.069
H -2.501 3.243 -1.866 0.025
H -2.261 4.666 -1.398 0.037
O -2.967 4.023 -1.548 -0.063

---

Run x
20
Properties=species:S:1:pos:R:3:lowdin_charge:R:1 method="wB97M-V/def2-TZVPD" smiles="O=CCCCS.O.O" orbital_gap_ev=9.74 homo_energy_ev=-9.320
O 0.363 1.640 -1.998 0.045
C 1.068 1.514 -1.032 -0.250
C 1.025 0.276 -0.183 -0.163
C -0.352 0.121 0.501 -0.269
C -0.331 -1.116 1.409 -0.594
S -1.660 -1.109 2.629 0.709
H 1.747 2.343 -0.759 0.126
H 1.793 0.294 0.586 0.113
H 1.086 -0.596 -0.828 0.106
H -0.569 1.034 1.053 0.098
H -1.072 -0.012 -0.306 0.117
H 0.652 -1.241 1.861 0.067
H -0.403 -1.976 0.756 0.055
H -1.845 0.214 2.673 -0.154
H 1.039 -3.691 -0.364 0.033
H 2.463 -3.535 -0.970 0.048
O 1.576 -3.147 -0.949 -0.057
H -1.614 2.747 -1.854 0.005
H -2.722 2.878 -0.774 0.025
O -2.244 3.362 -1.451 -0.063

---

run x takes first place; second place is 3.7 kcal/mol up.